(1)
100
Properties=species:S:1:pos:R:3:forces:R:3:mulliken_charge:R:1 method="wB97M-V/def2-TZVPD" energy_ev=-104735.7773 homo_ev=-6.53 homo_lumo_gap_ha=0.045
C -2.734266 -3.361891 4.041604 -0.12 -0.29 -0.27 -1.110
C -3.886069 -3.372398 3.010408 1.30 0.61 0.80 0.300
C -3.916207 -2.092204 2.152292 -0.39 -0.82 -0.49 -0.310
C -3.670979 -2.325575 0.635487 -1.11 0.81 0.27 -0.913
O -2.553101 -1.595384 0.143173 -0.34 -1.25 0.40 -0.396
P -1.087604 -2.124263 0.488803 2.52 1.18 -0.80 0.016
C -0.427918 -1.185134 1.880161 -0.25 -0.66 0.14 0.704
C 1.117806 -1.032002 1.850176 -0.64 0.37 0.15 -1.224
O 1.374647 0.347913 2.120672 -0.07 -1.61 1.06 0.083
C 1.450233 0.484697 3.497413 0.81 0.86 0.69 0.512
O 2.485646 0.258837 4.065285 -0.12 -0.11 -0.32 -0.575
C 0.236880 0.884988 4.321757 -0.78 0.49 -0.86 -0.568
C -0.776929 1.875277 3.708137 -0.14 -0.19 0.48 -0.856
C -0.985257 -3.927637 0.688584 -1.13 -0.46 -0.13 -0.402
C 0.422145 -4.386292 0.936893 0.06 0.41 0.54 0.352
O 1.040763 -4.110256 1.910069 0.05 -0.12 -0.11 -0.413
F 0.904751 -5.174985 -0.008000 0.00 -0.05 -0.17 -0.239
H -3.033746 -3.744532 5.034900 0.12 -0.05 0.08 0.280
H -1.910768 -4.002043 3.734267 0.07 -0.04 0.04 0.217
H -2.338695 -2.362194 4.189722 -0.08 0.09 0.17 0.394
H -3.843353 -4.282952 2.416467 -0.37 -0.10 0.00 0.547
H -4.816369 -3.413260 3.637185 -0.12 0.23 -1.39 -0.086
H -4.917066 -1.676439 2.247861 0.08 0.39 0.00 0.545
H -3.182028 -1.371156 2.498988 -0.10 0.14 0.18 0.077
H -3.663716 -3.380923 0.361003 0.38 -0.08 0.01 0.472
H -4.534864 -1.898739 0.131471 0.12 0.03 -0.32 0.448
H -0.263262 -1.787202 -0.766713 -0.82 0.20 -2.24 0.407
H -0.805216 -0.168565 1.739552 -0.24 -0.03 -0.02 -0.295
H -0.746579 -1.586056 2.840506 -0.07 0.20 0.18 -0.031
H 1.549446 -1.266448 0.880289 0.07 -0.02 -0.03 0.704
H 1.523707 -1.651236 2.646512 0.40 -0.23 -0.29 0.583
H -0.314688 -0.033347 4.546886 0.28 -0.22 0.12 0.082
H 0.589110 1.307327 5.255867 0.31 -0.29 0.12 0.435
H -0.626318 2.852540 4.159709 0.08 0.14 -0.18 0.409
H -1.790772 1.570348 3.984197 -0.09 -0.03 -0.09 0.278
H -0.661100 1.987720 2.636277 0.02 -0.01 -0.08 0.068
H -1.593364 -4.322197 1.504526 0.05 0.02 0.19 0.257
H -1.398014 -4.361360 -0.223253 0.19 0.08 -0.19 0.444
C -7.490568 2.781994 -5.997795 -0.03 -0.03 0.04 -0.480
C -8.388237 2.057109 -5.221100 0.03 0.03 -0.02 -0.474
C -8.018939 1.616471 -3.962440 -0.12 0.00 -0.08 -0.560
C -6.745640 1.889082 -3.478117 0.11 0.04 -0.01 0.251
C -5.837165 2.597622 -4.267597 -0.01 -0.07 0.13 0.126
C -6.218501 3.051019 -5.522927 -0.07 0.03 -0.14 -0.532
C -4.447454 2.862818 -3.789663 0.13 0.07 -0.07 0.549
O -3.664208 3.481772 -4.473696 -0.01 0.03 -0.02 -0.640
C -4.052341 2.337754 -2.451082 -0.07 -0.05 0.02 0.389
C -2.748322 2.519566 -2.004281 0.05 -0.03 0.06 -1.110
C -2.369850 2.047817 -0.757904 0.07 -0.01 0.06 -0.399
C -3.303074 1.402039 0.046958 0.07 0.05 -0.01 -0.207
C -4.599434 1.213485 -0.393977 0.11 -0.11 0.19 -1.065
C -4.978991 1.670160 -1.647008 -0.06 0.06 -0.19 0.197
C -6.369188 1.423686 -2.115363 -0.11 -0.09 0.12 0.597
O -7.174544 0.850989 -1.405077 0.01 -0.04 -0.01 -0.701
H -7.784160 3.132839 -6.978202 0.00 0.00 -0.01 0.394
H -9.377899 1.838309 -5.599728 -0.01 0.01 0.00 0.395
H -8.715136 1.057332 -3.353138 0.06 0.00 0.09 0.452
H -5.515788 3.609404 -6.125452 0.09 -0.02 0.07 0.483
H -2.030529 3.024697 -2.634774 -0.06 0.02 -0.07 0.493
H -1.351044 2.183052 -0.412836 0.01 0.02 0.04 0.685
H -3.010934 1.039534 1.025294 0.04 0.08 0.03 0.456
H -5.324401 0.706507 0.230392 -0.11 0.05 -0.07 0.643
O 4.355509 0.288248 -1.960175 0.62 0.11 -2.49 -0.719
P 5.800599 0.189988 -1.690901 0.45 -0.28 5.32 1.019
O 6.095465 -1.303859 -1.103759 0.11 0.38 -0.93 -0.345
C 5.363889 -2.434554 -1.569980 -0.27 -0.43 0.05 -0.189
C 6.102712 -3.181857 -2.663731 0.11 0.13 -0.04 -1.170
O 6.045931 1.113698 -0.395336 0.18 0.06 -0.37 -0.355
C 5.018668 1.991638 0.088934 -0.27 0.02 0.21 -0.642
C 4.202372 1.328412 1.173418 0.12 0.04 0.25 -0.256
O 7.288473 0.531033 -2.204809 -1.18 0.12 -1.69 -0.403
C 7.835892 -0.132301 -3.350114 0.46 -0.34 -0.51 -0.231
C 6.955559 0.016860 -4.572603 -0.06 -0.19 0.37 -0.876
H 4.369082 -2.146244 -1.915502 0.05 0.18 0.04 0.326
H 5.231017 -3.092278 -0.707925 0.05 0.09 0.05 0.348
H 6.197924 -2.569464 -3.562428 -0.04 -0.04 -0.01 0.252
H 5.564150 -4.090817 -2.935714 -0.03 0.01 0.03 0.402
H 7.105985 -3.458374 -2.336419 -0.01 -0.02 0.03 0.261
H 4.383117 2.332164 -0.726350 0.00 -0.16 -0.08 0.362
H 5.523205 2.872284 0.489613 0.15 -0.07 -0.04 0.367
H 3.859714 0.340192 0.867608 -0.07 0.07 -0.17 -0.032
H 3.333012 1.936513 1.428450 -0.04 -0.02 -0.04 0.213
H 4.808396 1.191278 2.072431 0.00 -0.01 0.00 0.223
H 8.031751 -1.180546 -3.113895 -0.19 0.00 0.12 0.215
H 8.805468 0.327084 -3.539864 -0.05 0.12 0.14 0.320
H 5.935835 -0.347105 -4.400300 0.09 -0.19 -0.15 0.422
H 7.411204 -0.604231 -5.471332 -0.50 0.64 0.97 0.134
H 6.882565 1.057863 -4.875610 0.09 -0.02 -0.14 0.434
O -0.580311 -1.599473 -2.307215 0.23 -0.41 2.26 -0.936
H -1.356285 -1.074668 -2.063046 0.03 0.12 -0.46 0.212
C 3.966641 3.709058 5.013472 1.10 -0.32 -0.15 -0.740
C 2.546091 4.298944 4.666359 -1.43 0.43 0.01 0.811
O 2.433191 4.550347 3.458504 0.57 -0.30 -0.17 -0.411
O 1.784362 4.405768 5.625035 0.31 -0.26 0.13 -0.575
H 4.588759 3.634155 4.127739 -0.13 0.03 -0.07 0.256
H 4.442103 4.364834 5.739348 -0.24 0.13 0.04 0.330
H 3.826772 2.719400 5.443034 -0.29 0.03 -0.02 0.211
Al -5.396482 -3.927063 5.290524 -0.21 -0.24 0.90 0.569
Cl 7.640558 -0.417513 -7.215383 0.24 -0.15 -0.90 -0.403
F 0.896573 2.392560 1.588305 -0.03 1.12 -0.26 -0.547

***

(2)
102
Properties=species:S:1:pos:R:3:forces:R:3:mulliken_charge:R:1 method="wB97M-V/def2-TZVPD" energy_ev=-214213.8476 homo_ev="-10.49 / -10.64" total_charge=+1 s2=0.757 homo_lumo_gap_ha="0.261 / 0.241" multiplicity=2
Ti -0.001054 0.841254 0.293705 0.50 -1.04 -0.50 -1.094
C 5.126555 -0.829887 0.731924 0.12 0.09 -0.09 -0.740
C 4.530375 0.349554 1.429568 0.12 0.11 -0.03 0.315
N 3.561679 1.064719 0.940303 -0.13 -0.10 0.07 -0.229
C 3.247939 2.109998 1.777426 -0.18 -0.06 -0.03 0.251
C 3.955137 2.156405 2.935273 0.04 0.06 0.00 -0.694
S 5.115928 0.906556 2.949245 -0.14 -0.17 0.08 -0.265
C 2.351810 3.171904 1.293586 0.01 0.02 -0.12 -1.216
C 2.652876 4.479054 1.487656 -0.07 0.03 0.11 -0.204
S 1.617820 5.474949 0.576205 0.05 0.04 -0.06 -0.249
C 0.848556 4.095784 -0.067675 -0.05 -0.08 0.00 0.335
N 1.282071 2.955765 0.423730 -0.04 -0.18 0.17 0.665
C -0.125010 4.261270 -1.191353 0.11 0.06 -0.11 -1.263
H 5.466988 -1.590248 1.434377 -0.01 0.01 0.00 0.411
H 5.984917 -0.515665 0.136667 0.02 -0.02 -0.02 0.377
H 4.390004 -1.262517 0.055187 0.04 0.05 0.02 0.088
H 3.841500 2.837992 3.761097 0.01 0.05 -0.01 0.574
H 3.459995 4.884016 2.073776 0.00 -0.01 0.01 0.581
H 0.340748 4.853421 -1.980222 0.02 0.01 0.00 0.545
H -1.029514 4.789132 -0.886191 0.11 0.01 -0.05 0.304
H -0.387427 3.290415 -1.601351 0.09 0.10 -0.02 -0.108
F 0.716724 0.855051 2.253074 -0.23 0.38 0.16 -0.075
As 0.001184 1.236780 3.974727 0.07 0.08 -0.05 1.929
F -1.307834 1.947674 3.087903 -0.01 0.00 -0.01 -0.359
F -0.732646 -0.318466 3.820960 0.01 -0.03 0.00 -0.398
F -0.711991 1.531298 5.483599 0.00 -0.01 0.02 -0.444
F 1.419086 0.506183 4.596831 0.02 0.01 0.00 -0.463
F 0.795493 2.756968 3.912764 0.13 -0.03 -0.12 -0.464
C -2.440381 -3.006773 -3.594523 -0.01 0.00 0.00 -1.626
C -2.238983 -1.542255 -3.314771 0.00 -0.01 0.00 0.260
C -3.145680 -0.591340 -3.777933 0.00 0.01 -0.01 -1.000
C -2.994177 0.757802 -3.483862 0.00 0.01 0.01 0.187
C -3.977161 1.778070 -3.988261 0.01 -0.01 -0.01 -1.830
C -1.902301 1.156936 -2.719461 -0.02 0.00 0.02 0.368
C -0.969812 0.234213 -2.264617 0.09 0.03 0.03 0.472
C -1.151838 -1.115351 -2.563752 -0.03 0.00 -0.01 -0.255
N 0.220917 0.688388 -1.573773 0.16 -0.01 -0.47 1.461
C 1.396291 0.764497 -2.552935 -0.09 -0.05 0.00 1.578
C 0.922147 1.174534 -3.950622 0.05 0.01 -0.02 -1.859
C 2.073614 -0.604385 -2.633950 -0.02 0.01 -0.02 -1.412
C 2.437117 1.784592 -2.113758 -0.01 0.02 0.03 -1.764
H -3.094927 -3.159641 -4.450899 0.00 0.00 0.00 0.426
H -2.898879 -3.504574 -2.736765 0.00 0.00 0.00 0.260
H -1.491878 -3.504599 -3.796481 0.00 0.00 0.00 0.382
H -3.994691 -0.913594 -4.370421 0.00 0.00 0.00 0.405
H -4.937819 1.321912 -4.222068 0.00 0.00 0.00 0.444
H -3.605411 2.253188 -4.898339 -0.01 0.00 0.00 0.347
H -4.141578 2.564337 -3.250088 0.00 0.00 0.00 0.286
H -1.768030 2.208178 -2.494028 -0.03 -0.03 -0.04 0.345
H -0.437521 -1.842556 -2.193790 0.01 0.00 0.00 -0.051
H 0.263269 0.441681 -4.413418 0.00 -0.01 0.00 0.364
H 1.805702 1.278266 -4.581606 -0.01 0.00 -0.01 0.541
H 0.410727 2.138589 -3.931395 0.00 0.00 0.01 0.297
H 1.436056 -1.352213 -3.104079 0.00 -0.01 0.02 0.281
H 2.351904 -0.942524 -1.637787 0.03 0.04 0.02 -0.065
H 2.982677 -0.522569 -3.231637 -0.02 -0.01 -0.03 0.554
H 2.041000 2.797573 -2.149037 -0.03 0.05 0.02 0.212
H 3.271666 1.734807 -2.814842 -0.01 0.02 -0.01 0.613
H 2.827222 1.576935 -1.122932 0.00 -0.02 0.05 0.217
Cl -2.187531 5.498920 1.603407 -0.02 0.05 0.06 -0.042
C -3.171161 4.222313 0.889020 0.04 -0.10 -0.01 0.540
Cl -3.839469 4.730950 -0.672572 -0.04 0.02 -0.01 -0.062
Cl -4.446711 3.717109 1.976645 0.00 -0.04 0.03 -0.054
C -2.262560 3.100508 0.594257 -0.05 0.07 -0.17 -0.722
N -1.492669 2.326345 0.255931 -0.58 0.30 0.81 0.898
C 2.997306 -4.059706 1.755330 0.03 -0.01 0.00 -1.014
N 2.414419 -3.241664 2.812425 -0.01 -0.02 0.01 0.140
C 1.147691 -3.833952 3.231304 -0.01 0.00 0.02 -0.977
N 0.207543 -4.022601 2.126033 0.04 -0.01 -0.02 0.132
C 0.851945 -4.824826 1.090134 0.00 0.00 -0.01 -1.076
N 2.110986 -4.258110 0.608099 -0.02 -0.02 0.01 0.269
C 1.908837 -3.021995 -0.136020 -0.02 0.08 -0.02 -1.584
P 1.135119 -1.689262 0.916663 -0.06 0.13 0.11 2.674
C 2.250874 -1.855260 2.396040 -0.03 0.06 0.01 -0.420
C -0.242468 -2.747131 1.588786 0.03 0.00 -0.05 -1.250
H 3.231307 -5.040978 2.171364 0.00 0.00 0.00 0.324
H 3.926253 -3.598788 1.413290 -0.01 -0.01 0.00 0.333
H 0.688373 -3.198960 3.990349 0.00 0.00 0.00 0.413
H 1.354781 -4.811349 3.669984 0.00 0.00 0.00 0.318
H 0.166306 -4.944523 0.248174 0.00 0.00 0.00 0.401
H 1.064624 -5.811130 1.505381 0.00 0.00 0.00 0.308
H 1.264145 -3.214230 -0.998323 0.01 -0.02 -0.01 0.151
H 2.868938 -2.675931 -0.524149 -0.03 -0.06 0.00 0.639
H 1.828346 -1.267730 3.211692 0.03 -0.03 -0.01 0.515
H 3.225547 -1.433604 2.163428 -0.10 -0.04 0.05 -0.597
H -0.950414 -2.946140 0.781238 0.00 0.00 0.03 0.367
H -0.757305 -2.175597 2.365581 0.03 -0.03 -0.03 0.195
C -3.946315 0.038163 -0.249624 0.04 -0.01 -0.03 -1.812
C -3.086154 -0.540096 0.906544 0.07 -0.09 0.03 2.571
C -3.441458 -2.036908 0.984217 -0.03 -0.03 0.02 -1.889
C -3.469096 0.115285 2.227718 -0.05 -0.03 0.00 -1.052
C -1.665015 -0.352401 0.464552 -0.02 0.23 0.25 0.922
H -4.992844 -0.064107 0.043211 0.00 -0.01 0.00 0.665
H -3.787391 -0.516539 -1.174594 0.00 0.01 0.01 0.313
H -3.747073 1.088348 -0.450784 0.02 0.05 0.04 0.083
H -4.522575 -2.138161 1.091065 0.00 0.00 0.01 0.536
H -2.978302 -2.520534 1.843502 0.00 0.01 -0.02 0.306
H -3.143755 -2.566491 0.075733 -0.02 0.00 -0.01 0.257
H -4.531237 -0.055189 2.416312 0.00 0.00 -0.01 0.553
H -3.291958 1.183236 2.227204 0.00 0.10 -0.02 -0.328
H -2.903069 -0.310003 3.053706 -0.02 0.01 -0.01 0.180
H -1.448000 -1.138814 -0.263182 0.06 0.05 -0.05 0.332